Record 1
DFT (the ωB97M-V functional and the def2-TZVPD basis) results for the ion C9H12NS with charge +1.

```
23
Properties=species:S:1:pos:R:3:forces:R:3
C -2.37070 -1.41434 1.61309 2.71 0.75 -1.69
C -1.39184 -1.10677 1.00725 0.42 0.05 -0.97
C -0.17724 -0.90387 0.20426 -1.73 -0.55 -1.18
N 0.79023 -1.87541 0.76275 2.95 3.41 0.40
C 1.99292 -2.16605 -0.12563 2.08 0.89 1.01
C 0.23882 0.51839 0.01844 0.94 -0.33 1.29
S 1.69247 1.17343 0.66867 0.36 0.08 -0.33
C 1.42518 2.70107 -0.11078 -0.57 -1.23 0.81
C 0.21429 2.64822 -0.69539 -0.30 0.76 -0.52
C -0.49062 1.43182 -0.65620 2.01 0.07 1.29
C -1.82349 1.39241 -1.14374 -2.94 3.23 2.09
H -3.15085 -1.49533 2.21228 -3.19 -0.60 2.24
H -0.29318 -1.13571 -0.87664 -0.54 -0.89 0.72
H 0.50630 -2.79632 0.88838 -2.07 -1.78 0.57
H 1.03550 -1.48256 1.74424 0.05 -0.96 -1.87
H 2.61558 -1.22540 -0.44774 -1.47 -1.86 0.88
H 2.54469 -2.83442 0.57808 0.39 0.62 -0.99
H 1.70933 -2.77602 -0.98406 -0.40 0.34 0.09
H 2.11168 3.48434 0.09352 0.29 0.56 -0.17
H -0.35950 3.40512 -1.17076 0.38 1.24 -0.33
H -2.57912 2.03543 -0.43764 2.00 -1.08 -1.27
H -1.90803 1.90522 -2.05458 -0.26 0.27 -1.56
H -2.33242 0.51677 -1.08782 -1.11 -2.99 -0.49
```
Forces are in eV/Å.

Properties
Molar mass (g/mol): 166.3
Total charge: +1
SMILES string: C#C[C@H]([NH2+]C)c1sccc1C
Gap between HOMO and LUMO (Eh): 0.33338
HOMO level (eV): -12.359

Just the Löwdin charges please, in e? Sure, here they are: C 0.21; C -0.05; C -0.31; N 0.03; C 0.01; C -0.48; S 1.04; C -0.32; C -0.14; C -0.35; C -0.03; H 0.01; H 0.18; H 0.14; H 0.22; H 0.12; H 0.12; H 0.11; H 0.07; H 0.12; H 0.17; H 0.08; H 0.04

---

Record 2
DFT (the ωB97M-V functional and the def2-TZVPD basis) results for the ion C6H12ClN7O with charge +2.

```
27
Properties=species:S:1:pos:R:3:forces:R:3
N 2.72807 1.07000 0.06228 0.36 -1.88 0.07
C 1.53956 0.77428 0.57022 -0.35 2.25 0.94
N 0.64806 1.81760 0.62016 1.77 -0.18 -0.94
O 1.35979 -0.37417 1.16592 0.06 0.32 -0.93
C 0.17945 -1.31168 1.32520 -0.15 1.86 0.14
N 0.59712 -2.17710 2.27518 -0.87 -1.11 -0.10
C -0.55988 -1.65988 0.12013 -1.97 -1.05 0.16
C -0.23383 -1.02385 -1.18343 1.30 0.14 -0.71
N 0.84861 -1.39671 -1.90386 -1.63 -0.08 0.13
N -0.90947 0.03474 -1.57263 0.28 -0.78 -2.04
C -1.74476 0.79855 -0.79477 -1.14 -1.11 5.02
N -2.40643 1.82991 -1.35404 -1.19 0.19 1.63
C -1.88181 0.40479 0.57480 0.72 1.46 -3.19
Cl -2.62591 1.47040 1.75336 0.50 -0.94 -0.83
N -1.32647 -0.79251 0.99511 1.66 -0.65 1.66
H 3.50952 0.41493 0.14952 -0.53 0.15 -0.23
H 2.87985 1.87948 -0.50745 0.06 0.47 0.13
H 0.09218 1.85299 1.44518 -0.85 -0.03 0.49
H 1.06731 2.74364 0.36790 -0.70 -1.22 0.42
H 0.34614 -3.16190 2.19716 0.04 0.36 -0.52
H 0.53802 -1.94433 3.24201 0.03 0.76 0.64
H -1.04875 -2.69178 0.15503 1.08 0.95 -1.00
H 1.26319 -2.25516 -1.65414 0.58 -1.21 0.64
H 0.75101 -1.38262 -2.90256 0.26 0.63 -0.70
H -0.86540 0.29722 -2.58371 0.22 -0.11 1.11
H -2.78806 2.36656 -0.56218 -0.27 0.06 -0.92
H -1.95708 2.41659 -2.00039 0.74 0.75 -1.07
```
Forces are in eV/Å.

Properties
Molar mass (g/mol): 233.7
Total charge: +2
SMILES string: NC(=[NH2+])O[C@]1(N)[C@@H]2C(=[NH2+])NC(N)=C(Cl)N21
Gap between HOMO and LUMO (spin up / spin down) (Eh): 0.23442 / 0.23433
HOMO level (spin up / spin down) (eV): -14.516 / -14.515

Just the Löwdin charges please, in e? Sure, here they are: N 0.26; C -0.41; N 0.22; O 0.13; C -0.30; N 0.20; C -0.11; C -0.20; N 0.25; N 0.21; C -0.37; N 0.17; C -0.62; Cl 0.77; N 0.08; H 0.17; H 0.14; H 0.09; H 0.17; H 0.14; H 0.13; H 0.21; H 0.13; H 0.15; H 0.22; H 0.09; H 0.10

---

Record 3
DFT (the ωB97M-V functional and the def2-TZVPD basis) results for a cluster of 8 separate species, C44H95F8O25PS7 in total.

```
180
Properties=species:S:1:pos:R:3:forces:R:3
C -2.21968 2.75535 3.81917 -0.10 0.02 0.19
C -3.01945 1.51668 4.28213 0.51 0.33 -0.46
C -2.92485 0.28943 3.34825 -0.63 -0.09 0.62
C -4.27891 -0.24334 2.81116 0.45 -0.46 -0.44
C -4.42075 -0.22374 1.27996 -0.35 0.18 0.30
C -4.94596 1.09154 0.70942 0.14 -0.36 -0.23
C -4.04526 2.30385 0.94669 -0.57 -0.08 -0.27
C -4.03637 3.27634 -0.23130 0.73 -0.16 0.33
C -3.04491 2.81614 -1.32740 -0.57 0.59 0.03
C -1.96058 3.86640 -1.52992 0.27 -0.30 -0.25
C -0.93729 3.52067 -2.61103 -0.36 -0.17 0.26
C -0.16752 2.20814 -2.36854 -0.25 0.05 -0.51
C 1.34324 2.37079 -2.52528 -0.72 -0.04 0.00
C 1.96447 3.27854 -1.48859 0.48 -0.19 -0.24
O 2.35865 2.58979 -0.25634 -0.10 0.25 0.04
P 3.80989 1.97289 -0.31563 1.33 -1.20 -0.75
O 4.15869 1.30225 -1.57044 -0.36 0.21 -0.28
O 3.90429 0.96911 0.90325 -0.45 0.62 0.13
C 3.20305 -0.27559 0.72010 -0.23 -0.24 0.83
C 2.10094 -0.40260 1.76308 0.36 0.21 -0.48
C 1.54270 -1.82486 1.80852 0.05 0.80 0.31
C 0.91602 -2.32484 0.51701 0.15 -0.37 0.79
F 0.35061 -1.31797 -0.18561 0.05 -0.10 -0.14
F -0.08655 -3.18198 0.87023 -0.02 -0.01 -0.18
C 1.85186 -3.14572 -0.43076 -0.37 -0.08 -0.93
F 2.88285 -3.69906 0.21912 -0.31 0.16 -0.15
F 2.33132 -2.37712 -1.42751 0.05 -0.20 0.49
F 1.14371 -4.13267 -1.01768 0.40 0.22 0.24
O 4.91650 3.07764 0.00048 -1.32 0.28 0.60
C 4.47523 4.38742 0.41852 1.09 0.74 0.05
C 5.67449 5.04336 1.10546 -0.77 -0.27 0.14
C 5.81217 4.69126 2.54369 -0.43 1.03 0.99
F 5.17274 3.55648 2.95971 1.58 -0.81 -0.64
C 6.58415 5.36304 3.44910 -0.01 -0.28 -0.02
F 7.69736 4.88310 4.01700 -1.37 -0.15 0.92
F 6.31551 6.59293 3.90200 1.12 -0.03 -1.27
H -1.80583 2.64881 2.82030 -0.05 -0.08 -0.15
H -2.86641 3.62987 3.81631 0.05 0.18 -0.08
H -1.38951 2.97686 4.48508 0.06 -0.03 0.11
H -4.05849 1.81328 4.40043 -0.17 -0.10 0.04
H -2.64468 1.25294 5.26720 -0.14 -0.10 0.17
H -2.49233 -0.51603 3.93908 0.24 -0.12 -0.11
H -2.24919 0.47332 2.51711 0.11 0.10 -0.07
H -4.35527 -1.29079 3.10061 -0.06 -0.09 0.15
H -5.13226 0.25143 3.27278 -0.02 0.22 0.05
H -5.11701 -1.00806 0.98052 -0.09 -0.09 0.02
H -3.46453 -0.50103 0.83149 0.15 0.10 -0.07
H -5.94338 1.27066 1.11768 0.01 0.08 -0.07
H -5.08635 0.94169 -0.36466 0.00 0.08 -0.11
H -3.02240 1.96022 1.08074 0.15 0.09 0.25
H -4.38380 2.80719 1.85017 0.23 0.07 0.20
H -3.67443 4.23819 0.13379 -0.17 0.19 0.02
H -5.03362 3.43065 -0.63593 -0.16 -0.02 0.03
H -3.61610 2.71243 -2.25018 0.25 -0.28 -0.26
H -2.59763 1.86007 -1.06377 -0.11 -0.20 -0.07
H -1.42054 4.01625 -0.59054 -0.14 0.16 0.17
H -2.46423 4.78949 -1.81548 0.10 0.26 0.19
H -1.49352 3.45392 -3.54597 0.16 0.02 -0.24
H -0.23653 4.35042 -2.70766 0.02 0.11 -0.10
H -0.49023 1.49952 -3.13046 -0.01 -0.21 0.02
H -0.45806 1.74914 -1.42376 0.24 0.09 0.25
H 1.50699 2.84051 -3.49617 0.12 0.06 -0.09
H 1.81498 1.39512 -2.58423 0.36 0.02 0.24
H 1.28089 4.07146 -1.20468 -0.04 0.04 0.25
H 2.86216 3.72762 -1.90936 0.06 0.16 -0.02
H 3.94295 -1.06049 0.86481 0.10 -0.12 -0.18
H 2.75071 -0.35164 -0.26293 0.32 0.11 -0.29
H 1.34619 0.34256 1.52130 -0.27 -0.06 0.08
H 2.51061 -0.13952 2.73495 0.00 -0.10 0.16
H 2.32803 -2.47698 2.17921 -0.06 -0.36 -0.21
H 0.74453 -1.85173 2.54579 -0.14 -0.08 0.03
H 3.62402 4.36304 1.08883 -0.22 -0.20 -0.08
H 4.27026 4.97602 -0.47232 -0.36 -0.08 -0.12
H 6.56047 4.63408 0.61195 0.09 0.09 -0.12
H 5.71014 6.11966 0.94088 -0.09 0.11 0.15
C 2.95492 3.15808 7.35262 -0.15 0.22 -0.07
C 1.93203 2.38018 8.15756 0.45 -0.30 -0.35
O 0.96549 3.23297 8.80740 -0.08 0.07 0.08
S -0.15280 3.91225 7.90240 0.07 0.01 0.49
C -1.17140 4.50204 9.21019 -0.03 -0.03 0.09
O -0.84201 2.88866 7.17939 0.02 -0.01 -0.24
O 0.41150 5.03262 7.21785 -0.06 0.00 -0.22
H 2.49247 3.66650 6.50817 0.00 -0.03 -0.02
H 3.71883 2.48386 6.96478 -0.01 -0.06 0.08
H 3.43031 3.91909 7.97136 0.05 -0.05 0.03
H 1.41664 1.64433 7.53806 -0.15 0.10 0.02
H 2.42932 1.83821 8.95929 -0.18 0.10 0.17
H -1.58001 3.65331 9.75110 0.02 -0.01 -0.01
H -1.96967 5.08268 8.75358 0.02 -0.01 -0.06
H -0.57345 5.13331 9.86159 0.02 0.00 -0.02
C -9.57252 1.88488 -2.07309 0.23 -0.07 0.32
C -10.33115 2.97569 -1.34474 0.19 0.07 -0.67
O -10.52497 2.68691 0.05799 -0.04 0.00 0.11
S -9.26990 2.81621 1.02344 -0.46 -0.22 0.16
C -10.14546 2.69174 2.54510 -0.09 0.02 0.04
O -8.71983 4.13084 0.89930 0.24 -0.02 -0.14
O -8.44320 1.65640 0.87894 0.16 0.20 -0.01
H -8.54779 1.80681 -1.71090 0.00 0.05 0.00
H -9.53807 2.09505 -3.14087 -0.12 0.01 0.00
H -10.04785 0.91823 -1.91939 -0.06 0.01 -0.11
H -9.83932 3.94380 -1.45588 0.03 0.00 0.19
H -11.33084 3.07069 -1.76446 -0.11 -0.02 0.26
H -10.79770 3.55403 2.64965 0.00 0.01 -0.02
H -9.40220 2.67788 3.33903 0.05 0.01 -0.04
H -10.71380 1.76577 2.54692 0.02 -0.01 -0.02
C -1.78304 -6.63129 6.24576 -0.04 0.20 -0.17
C -0.58657 -7.35150 5.65454 -0.08 0.05 0.61
O -0.53561 -7.26106 4.21609 0.02 -0.04 -0.11
S -0.10897 -5.86904 3.57226 -0.08 -0.45 -0.29
C 0.09342 -6.43640 1.91973 0.05 -0.10 -0.03
O 1.16141 -5.48426 4.10836 -0.02 0.21 0.13
O -1.22079 -4.97303 3.62086 0.06 0.25 0.10
H -1.71898 -5.55646 6.08498 0.02 0.00 0.02
H -1.83573 -6.81052 7.31989 0.04 -0.09 -0.01
H -2.70591 -6.97639 5.77988 0.00 -0.06 0.05
H 0.34821 -6.98343 6.08078 0.04 0.07 -0.16
H -0.64921 -8.41441 5.87878 0.04 -0.06 -0.25
H 0.91914 -7.14169 1.88686 0.00 -0.01 0.03
H 0.31154 -5.56455 1.30788 -0.02 0.04 0.04
H -0.83359 -6.89975 1.59346 -0.02 0.02 0.02
C -10.49602 -3.12402 -4.65510 -0.02 0.24 0.14
C -10.78747 -2.65961 -6.06869 0.40 -0.50 0.11
O -11.63406 -1.49079 -6.10956 -0.09 0.09 -0.01
S -10.99296 -0.09348 -5.70389 -0.47 -0.13 -0.23
C -12.31895 0.92550 -6.25204 -0.07 0.00 -0.05
O -9.84031 0.14030 -6.51665 0.21 0.00 0.14
O -10.90716 -0.01087 -4.27865 0.17 0.07 0.02
H -9.90254 -2.39153 -4.11053 0.03 -0.01 -0.02
H -9.94054 -4.06166 -4.67550 -0.05 -0.03 -0.08
H -11.42338 -3.26975 -4.10129 -0.01 -0.07 -0.03
H -9.86620 -2.46703 -6.62072 -0.04 0.18 0.00
H -11.33192 -3.43349 -6.60573 -0.18 0.18 -0.08
H -12.40528 0.84329 -7.33163 0.01 -0.02 0.00
H -12.07483 1.94629 -5.96663 0.06 -0.01 0.02
H -13.23282 0.60630 -5.75861 0.01 -0.01 0.02
C 7.82352 1.53506 1.46239 0.22 -0.12 0.20
C 7.35348 0.40981 0.56234 -0.42 0.57 0.12
O 8.35587 -0.61677 0.38323 0.08 -0.09 -0.07
S 8.63133 -1.60548 1.59447 0.13 0.04 -0.51
C 9.62390 -2.76071 0.71232 0.02 -0.05 -0.06
O 7.39700 -2.22318 1.97431 -0.06 0.05 0.21
O 9.44549 -0.94768 2.56758 -0.08 -0.06 0.22
H 7.98446 1.18901 2.48244 -0.04 0.01 0.01
H 7.07500 2.32649 1.48671 -0.05 -0.06 -0.10
H 8.76935 1.94237 1.10330 -0.03 0.04 -0.05
H 6.42969 -0.03364 0.93617 0.09 -0.14 0.03
H 7.14648 0.80240 -0.43208 0.12 -0.23 -0.11
H 9.01535 -3.24292 -0.04738 -0.02 0.02 0.00
H 9.98030 -3.49147 1.43475 -0.03 0.02 0.05
H 10.46278 -2.23244 0.26773 -0.01 0.03 0.01
C 5.62354 -0.52636 -3.20324 0.23 0.01 -0.28
C 6.74552 -1.43924 -3.65711 -0.38 0.16 0.69
O 7.00130 -1.32510 -5.07576 0.08 -0.15 -0.11
S 7.74470 -0.02415 -5.60631 -0.15 -0.45 -0.23
C 8.04655 -0.60203 -7.24172 0.02 -0.07 -0.05
O 8.98700 0.11314 -4.91012 0.00 0.19 0.14
O 6.81783 1.06103 -5.66938 0.11 0.20 0.08
H 5.89435 0.52045 -3.30779 -0.02 0.02 0.07
H 5.38508 -0.70428 -2.15745 0.01 -0.07 0.01
H 4.72847 -0.69082 -3.80482 -0.04 -0.04 0.07
H 7.65843 -1.25366 -3.08769 0.11 0.05 -0.22
H 6.45726 -2.47534 -3.48104 0.15 -0.09 -0.33
H 8.72898 -1.44603 -7.19876 -0.01 0.00 0.02
H 8.49438 0.22177 -7.79275 0.00 0.04 0.05
H 7.09940 -0.88431 -7.69328 -0.02 0.01 0.02
C 3.26337 -4.67202 -4.77122 -0.04 -0.23 -0.09
C 4.28834 -4.10359 -5.73436 -0.54 0.35 0.34
O 5.20568 -5.10854 -6.21678 0.14 -0.01 -0.03
S 4.66992 -6.15771 -7.28522 0.44 0.11 0.18
C 6.23023 -6.84885 -7.71561 0.08 0.01 -0.01
O 4.13500 -5.44337 -8.40284 -0.22 -0.03 -0.02
O 3.89301 -7.15453 -6.61808 -0.18 -0.05 -0.12
H 2.59802 -5.37547 -5.26904 -0.02 0.02 -0.01
H 2.65542 -3.86947 -4.35219 0.09 0.06 0.01
H 3.75661 -5.20895 -3.96058 0.01 0.07 0.04
H 3.80404 -3.60068 -6.57285 0.09 -0.15 -0.14
H 4.89620 -3.36036 -5.22162 0.27 -0.13 -0.14
H 6.83480 -6.08560 -8.19699 -0.01 0.02 0.01
H 6.03595 -7.66963 -8.40219 -0.06 0.01 0.00
H 6.70920 -7.21963 -6.81370 -0.02 0.00 0.02
```
Forces are in eV/Å.

Properties
Molar mass (g/mol): 1431.6
SMILES string: CCCCCCCCCCCCCCO[P@](=O)(OCCCC(F)(F)C(F)(F)F)OCCC(F)=C(F)F.CCOS(C)(=O)=O.CCOS(C)(=O)=O.CCOS(C)(=O)=O.CCOS(C)(=O)=O.CCOS(C)(=O)=O.CCOS(C)(=O)=O.CCOS(C)(=O)=O
Gap between HOMO and LUMO (Eh): 0.30629
HOMO level (eV): -8.518

Löwdin population analysis, charges in e, atoms 1 to 99: C -0.11; C -0.23; C -0.20; C -0.19; C -0.21; C -0.20; C -0.21; C -0.19; C -0.21; C -0.22; C -0.21; C -0.20; C -0.18; C -0.18; O -0.16; P 0.38; O -0.21; O -0.15; C -0.20; C -0.14; C -0.06; C -0.42; F 0.13; F 0.10; C -0.51; F 0.16; F 0.15; F 0.15; O -0.15; C -0.19; C -0.09; C -0.21; F 0.06; C -0.25; F 0.13; F 0.13; H 0.05; H 0.06; H 0.05; H 0.09; H 0.09; H 0.10; H 0.08; H 0.10; H 0.10; H 0.10; H 0.11; H 0.09; H 0.11; H 0.09; H 0.11; H 0.10; H 0.11; H 0.11; H 0.10; H 0.12; H 0.11; H 0.11; H 0.10; H 0.11; H 0.10; H 0.13; H 0.11; H 0.12; H 0.11; H 0.13; H 0.10; H 0.12; H 0.13; H 0.13; H 0.14; H 0.13; H 0.12; H 0.13; H 0.14; C -0.07; C -0.25; O -0.26; S 0.56; C -0.12; O -0.28; O -0.27; H 0.07; H 0.08; H 0.08; H 0.11; H 0.12; H 0.07; H 0.08; H 0.07; C -0.08; C -0.24; O -0.26; S 0.56; C -0.12; O -0.27; O -0.28; H 0.07; H 0.08